Entry 1:
{
  "formula": "C22H20F2N2O2S",
  "method": "the ωB97M-V functional and the def2-TZVPD basis",
  "elements": ["F", "C", "F", "S", "N", "C", "O", "C", "C", "C", "C", "C", "C", "C", "O", "H", "H", "H", "H", "H", "C", "C", "C", "N", "C", "C", "C", "C", "C", "C", "C", "C", "C", "C", "H", "H", "H", "H", "H", "H", "H", "H", "H", "H", "H", "H", "H", "H", "H"],
  "coordinates": [[2.9133, -2.2035, -1.8113], [1.5338, -2.2795, -1.6560], [1.1859, -3.6188, -1.7133], [1.0060, -1.6021, -0.0917], [-0.7877, -2.3873, -0.4855], [-1.2094, -3.6991, -0.2232], [-0.5713, -4.5894, 0.2977], [-2.6383, -3.7544, -0.6968], [-2.9641, -2.5200, -1.2220], [-4.2277, -2.2535, -1.7477], [-5.1760, -3.2938, -1.7070], [-4.8395, -4.5596, -1.1853], [-3.5503, -4.8054, -0.6770], [-1.7345, -1.6625, -1.1776], [-1.5959, -0.5514, -1.7009], [1.0947, -1.7091, -2.4960], [-4.4531, -1.2712, -2.1649], [-6.1877, -3.1277, -2.0902], [-5.5871, -5.3551, -1.1795], [-3.2510, -5.7734, -0.2693], [-0.9150, 3.4725, -1.1113], [-0.6344, 2.3797, -2.1454], [0.5727, 1.5788, -1.6260], [0.7715, 2.0130, -0.2404], [1.6083, 1.4088, 0.6139], [2.3679, 0.2075, 0.3602], [3.5396, 0.2318, 1.3430], [3.1768, 1.3367, 2.3303], [1.9762, 1.9449, 1.9431], [1.3481, 2.8803, 2.7822], [2.0075, 3.2891, 3.9398], [3.2541, 2.7577, 4.2777], [3.8515, 1.7658, 3.4770], [-0.1174, 3.0996, 0.1397], [-0.5805, 4.4378, -1.4983], [-1.9714, 3.5603, -0.8543], [-1.4722, 1.6846, -2.2286], [-0.4165, 2.7890, -3.1327], [0.3656, 0.5015, -1.6504], [1.4722, 1.7398, -2.2432], [2.5714, -0.1911, -0.6599], [3.7421, -0.7232, 1.8433], [4.4451, 0.4771, 0.7535], [0.3586, 3.2443, 2.5542], [1.5227, 4.0008, 4.6075], [3.7681, 3.0972, 5.1860], [4.8011, 1.3123, 3.7567], [0.4254, 3.9646, 0.5462], [-0.7992, 2.7554, 0.9338]],
  "nbo_charge": [-0.349, 0.389, -0.333, 0.418, -0.614, 0.675, -0.534, -0.148, -0.065, -0.197, -0.200, -0.201, -0.161, 0.667, -0.622, 0.158, 0.233, 0.220, 0.221, 0.235, -0.411, -0.423, -0.219, -0.375, 0.283, -0.409, -0.448, 0.015, -0.032, -0.221, -0.210, -0.198, -0.208, -0.208, 0.208, 0.220, 0.244, 0.213, 0.240, 0.189, 0.237, 0.230, 0.227, 0.217, 0.216, 0.218, 0.220, 0.206, 0.190],
  "charge": 0,
  "homo_lumo_gap_ev": 7.10,
  "homo_ev": -7.3,
  "energy_ev": -46482.2713,
  "max_force_ha_per_bohr": 0.0714,
  "de_lowest_ev": 0.091
}

---

Entry 2:
{
  "formula": "C9H14",
  "method": "the ωB97M-V functional and the def2-TZVPD basis",
  "elements": ["C", "C", "C", "C", "C", "C", "C", "H", "H", "H", "H", "H", "H", "H", "H", "C", "C", "H", "H", "H", "H", "H", "H"],
  "coordinates": [[1.5088, 1.9204, -2.1263], [0.6853, 1.7048, -0.8918], [1.2452, 1.6802, 0.3801], [0.4530, 1.4851, 1.5056], [-0.9172, 1.3620, 1.3695], [-1.4996, 1.3423, 0.1041], [-0.6922, 1.5921, -1.0002], [1.3687, 1.0906, -2.8216], [2.5789, 1.9124, -1.9139], [1.2506, 2.8660, -2.6021], [2.3052, 1.7658, 0.5467], [0.9082, 1.5532, 2.4829], [-1.6032, 1.4309, 2.2066], [-2.5720, 1.2656, -0.0051], [-1.1772, 1.7567, -1.9552], [-1.1644, -3.2285, 0.2544], [0.1736, -2.9758, 0.9392], [-1.9254, -2.5140, 0.5378], [-1.0282, -3.2905, -0.8215], [-1.5769, -4.1925, 0.5704], [0.7342, -2.2389, 0.3474], [0.8228, -3.8459, 1.0116], [0.1217, -2.4420, 1.8813]],
  "nbo_charge": [-0.628, -0.025, -0.204, -0.211, -0.224, -0.200, -0.211, 0.220, 0.215, 0.221, 0.207, 0.212, 0.212, 0.212, 0.207, -0.609, -0.615, 0.208, 0.204, 0.198, 0.203, 0.203, 0.208],
  "smiles": "Cc1ccccc1.CC",
  "charge": 0,
  "homo_lumo_gap_ev": 10.04,
  "homo_ev": -9.0,
  "energy_ev": -9559.8448,
  "max_force_ha_per_bohr": 0.0288,
  "de_lowest_ev": 0.337
}

---

Entry 3:
{
  "formula": "C42H56As2NO5PSr",
  "method": "the ωB97M-V functional and the def2-TZVPD basis",
  "elements": ["Sr", "O", "C", "O", "C", "O", "C", "C", "O", "O", "H", "H", "H", "H", "H", "C", "C", "As", "C", "C", "C", "C", "C", "C", "C", "C", "C", "C", "C", "C", "As", "C", "C", "C", "C", "C", "C", "C", "C", "C", "C", "C", "C", "H", "H", "H", "H", "H", "H", "H", "H", "H", "H", "H", "H", "H", "H", "H", "H", "H", "H", "H", "H", "H", "H", "H", "H", "C", "C", "C", "C", "P", "N", "C", "C", "C", "C", "C", "C", "C", "C", "H", "H", "H", "H", "H", "H", "H", "H", "H", "H", "H", "H", "H", "H", "H", "H", "H", "H", "H", "H", "H", "H", "H", "H", "H", "H", "H"],
  "coordinates": [[2.3852, 0.6368, 0.8725], [1.9442, 4.8988, 1.3633], [2.2450, 3.7128, 0.8855], [1.5207, 3.0273, 0.1879], [3.6517, 3.2708, 1.3127], [3.6649, 2.3107, 2.3623], [2.7739, 2.6056, 3.4748], [1.2849, 2.1590, 3.2948], [1.0866, 0.9522, 2.9440], [0.4527, 3.0318, 3.5375], [0.9977, 5.0976, 1.1867], [4.1393, 2.7989, 0.4518], [4.2247, 4.1570, 1.5918], [3.1878, 2.0447, 4.3116], [2.7999, 3.6719, 3.6952], [-1.2526, 0.3149, 0.8201], [-1.7669, 1.7440, 0.9723], [-1.4960, 2.8470, -0.6448], [-1.2222, 4.6186, 0.1607], [-1.1855, 4.8987, 1.5250], [-0.9520, 6.1980, 1.9737], [-0.7519, 7.2293, 1.0689], [-0.7874, 6.9595, -0.2941], [-1.0170, 5.6666, -0.7393], [-3.3453, 3.1681, -1.2014], [-3.7394, 2.7353, -2.4630], [-5.0481, 2.9173, -2.8956], [-5.9680, 3.5472, -2.0718], [-5.5786, 3.9935, -0.8138], [-4.2761, 3.8015, -0.3810], [-2.3701, -1.1561, 0.1133], [-2.4986, -0.6795, -1.7746], [-3.6729, -0.9005, -2.4912], [-3.7033, -0.7359, -3.8686], [-2.5542, -0.3647, -4.5540], [-1.3741, -0.1628, -3.8529], [-1.3477, -0.3212, -2.4741], [-4.1122, -0.6015, 0.8045], [-4.9633, 0.3285, 0.2157], [-6.1738, 0.6503, 0.8161], [-6.5394, 0.0595, 2.0175], [-5.6951, -0.8647, 2.6150], [-4.4950, -1.1991, 2.0043], [-0.9489, -0.0496, 1.8036], [-0.3413, 0.3289, 0.2167], [-1.1701, 2.2050, 1.7615], [-2.8107, 1.7805, 1.2896], [-1.3157, 4.1212, 2.2642], [-0.9228, 6.3905, 3.0388], [-0.5699, 8.2364, 1.4211], [-0.6339, 7.7570, -1.0102], [-1.0403, 5.4674, -1.8057], [-3.0241, 2.2398, -3.1091], [-5.3444, 2.5669, -3.8764], [-6.9869, 3.6944, -2.4075], [-6.2940, 4.4880, -0.1682], [-3.9819, 4.1507, 0.6027], [-4.5759, -1.2016, -1.9717], [-4.6265, -0.9061, -4.4085], [-2.5769, -0.2408, -5.6292], [-0.4692, 0.1166, -4.3784], [-0.4105, -0.1820, -1.9483], [-4.6902, 0.8078, -0.7168], [-6.8262, 1.3725, 0.3433], [-7.4819, 0.3160, 2.4845], [-5.9742, -1.3337, 3.5501], [-3.8477, -1.9372, 2.4654], [3.0104, -2.5092, -2.8694], [3.7767, -3.2758, -1.7757], [5.1800, -2.6513, -1.7566], [3.9081, -4.7440, -2.1930], [2.9328, -2.9112, -0.1069], [2.5282, -1.4200, -0.0197], [4.1459, -3.4022, 1.2745], [3.3635, -3.4833, 2.5950], [4.8992, -4.7235, 1.0838], [5.1699, -2.2736, 1.4665], [1.4198, -4.0424, 0.0734], [1.6836, -5.5307, 0.3219], [0.5664, -3.9039, -1.1985], [0.5596, -3.4945, 1.2241], [3.6351, -2.4631, -3.7665], [2.7917, -1.4947, -2.5357], [2.0755, -2.9849, -3.1482], [5.5797, -2.6653, -2.7743], [5.8817, -3.1962, -1.1289], [5.1400, -1.6125, -1.4252], [4.4768, -4.7927, -3.1273], [2.9420, -5.2069, -2.3834], [4.4371, -5.3493, -1.4576], [2.7369, -4.3710, 2.6545], [2.7339, -2.6042, 2.7454], [4.0765, -3.5351, 3.4225], [4.2263, -5.5677, 0.9365], [5.4867, -4.9271, 1.9849], [5.5947, -4.6943, 0.2474], [4.6648, -1.3091, 1.5425], [5.9002, -2.2091, 0.6645], [5.7133, -2.4446, 2.3999], [2.3020, -5.9902, -0.4490], [0.7235, -6.0564, 0.3277], [2.1510, -5.7131, 1.2882], [1.0056, -4.4078, -2.0556], [0.3997, -2.8547, -1.4490], [-0.4083, -4.3639, -1.0151], [0.8979, -3.8372, 2.2019], [-0.4695, -3.8350, 1.0922], [0.5529, -2.4042, 1.2178]],
  "lowdin_charge": [1.472, 0.167, -0.505, -0.019, -0.132, -0.237, -0.078, -0.685, -0.174, 0.025, 0.101, 0.132, 0.144, 0.135, 0.130, -0.465, -0.393, 1.328, -0.414, -0.127, -0.087, -0.091, -0.085, -0.123, -0.406, -0.134, -0.087, -0.094, -0.094, -0.111, 1.326, -0.414, -0.128, -0.093, -0.100, -0.093, -0.148, -0.409, -0.118, -0.077, -0.090, -0.091, -0.132, 0.049, 0.001, 0.036, 0.066, 0.086, 0.114, 0.103, 0.103, 0.100, 0.083, 0.102, 0.101, 0.103, 0.104, 0.098, 0.103, 0.100, 0.103, 0.082, 0.079, 0.098, 0.100, 0.101, 0.089, -0.109, -0.599, -0.108, -0.084, 0.785, -0.552, -0.597, -0.098, -0.082, -0.104, -0.593, -0.083, -0.099, -0.119, 0.080, 0.054, 0.058, 0.082, 0.056, 0.073, 0.087, 0.061, 0.061, 0.057, 0.078, 0.085, 0.061, 0.088, 0.060, 0.044, 0.058, 0.084, 0.063, 0.090, 0.057, 0.058, 0.064, 0.083, 0.059, 0.066, 0.043],
  "charge": 0,
  "homo_lumo_gap_ev": 7.22,
  "homo_ev": -7.4,
  "energy_ev": -187993.6573,
  "max_force_ha_per_bohr": 0.0176,
  "de_lowest_ev": 0.727
}

---

Entry 4:
{
  "formula": "C17H39MnN5O7P4S2Si",
  "method": "the ωB97M-V functional and the def2-TZVPD basis",
  "elements": ["Mn", "N", "C", "C", "P", "O", "O", "O", "P", "O", "O", "O", "H", "H", "H", "H", "H", "H", "H", "H", "N", "C", "N", "C", "C", "S", "C", "C", "S", "C", "N", "N", "H", "H", "H", "H", "H", "H", "C", "P", "C", "C", "C", "P", "C", "C", "H", "H", "H", "H", "H", "H", "H", "H", "H", "H", "H", "H", "H", "H", "H", "H", "C", "Si", "C", "C", "O", "H", "H", "H", "H", "H", "H", "H", "H", "H"],
  "coordinates": [[0.0215, 0.1402, 0.1247], [4.4828, -2.0515, 0.8191], [3.8683, -1.2169, -0.3131], [4.8790, -1.0832, -1.4603], [3.5119, 0.4307, 0.5273], [4.6947, 1.4047, 0.0069], [3.8089, 0.1083, 1.9667], [2.2202, 1.0413, 0.0784], [2.3566, -2.1143, -0.9906], [2.2338, -3.1948, 0.2491], [2.7532, -2.8157, -2.2283], [1.1520, -1.2379, -0.9650], [4.4035, -1.4104, 1.6544], [5.4460, -2.2960, 0.6229], [3.9262, -2.8959, 0.9715], [5.7798, -0.5612, -1.1356], [4.4324, -0.5193, -2.2808], [5.1240, -2.0664, -1.8649], [4.3924, 1.9268, -0.7526], [1.6340, -3.9106, -0.0308], [-0.8876, -3.1296, -0.3812], [-0.7667, -2.8395, 0.9446], [-0.3155, -1.7022, 1.4000], [-0.1372, -1.7427, 2.7756], [-0.5107, -2.8891, 3.3737], [-1.0764, -4.0106, 2.1860], [0.4972, -0.5633, 3.3778], [0.9451, -0.3889, 4.6377], [1.7031, 1.1532, 4.7688], [1.3863, 1.4364, 3.0897], [0.7249, 0.4802, 2.5103], [1.7506, 2.6036, 2.4530], [-0.8282, -2.3124, -0.9876], [-1.5317, -3.8497, -0.6556], [-0.4884, -3.1482, 4.4234], [0.8963, -1.0712, 5.4753], [2.5405, 3.0791, 2.8552], [1.8560, 2.4455, 1.4534], [-1.6347, 2.6151, 2.7984], [-1.6396, 1.8687, 1.1341], [-3.3915, 1.3826, 1.0053], [-1.6052, 3.3592, 0.0654], [-1.5510, 2.9296, -1.4047], [-0.0306, 1.9443, -1.6980], [1.1611, 3.2424, -2.1763], [-0.3714, 1.1867, -3.3201], [-1.7716, 1.8281, 3.5447], [-2.4456, 3.3416, 2.8908], [-0.6788, 3.1037, 2.9886], [-4.0503, 2.2032, 1.3006], [-3.5706, 0.5196, 1.6499], [-3.6009, 1.0783, -0.0138], [-0.7052, 3.9243, 0.3347], [-2.4693, 3.9938, 0.2750], [-1.5902, 3.7891, -2.0787], [-2.3927, 2.2760, -1.6438], [2.1354, 2.7881, -2.3718], [1.2802, 3.9700, -1.3694], [0.8151, 3.7510, -3.0762], [0.5567, 0.7701, -3.7188], [-0.7816, 1.9107, -4.0280], [-1.0671, 0.3677, -3.1683], [-3.9931, 0.0902, -2.5455], [-2.8978, -1.1205, -1.5969], [-2.3966, -2.3898, -2.8909], [-4.0537, -1.9975, -0.4111], [-1.6390, -0.4388, -0.8774], [-4.6487, -0.4742, -3.2237], [-3.4061, 0.7830, -3.1616], [-4.6426, 0.6844, -1.8903], [-3.2740, -2.7018, -3.4733], [-1.9476, -3.2969, -2.4653], [-1.6632, -1.9640, -3.5894], [-4.9242, -2.3949, -0.9537], [-4.4258, -1.3127, 0.3603], [-3.5669, -2.8386, 0.1010]],
  "lowdin_spin": [0.982, 0.000, 0.000, 0.000, 0.001, 0.001, 0.000, 0.007, 0.001, 0.000, 0.000, 0.000, 0.000, 0.000, 0.000, 0.000, 0.000, 0.000, 0.000, 0.000, 0.000, -0.001, -0.004, 0.000, 0.000, -0.001, 0.001, 0.001, 0.002, 0.001, 0.018, -0.001, 0.000, 0.000, 0.000, 0.000, 0.000, 0.000, 0.000, -0.007, -0.001, -0.004, -0.003, -0.005, -0.001, 0.001, 0.000, 0.000, 0.000, 0.000, 0.000, 0.000, 0.000, 0.000, 0.000, 0.000, 0.000, 0.000, 0.000, 0.000, 0.000, 0.000, 0.000, 0.002, 0.000, 0.001, 0.010, 0.000, 0.000, 0.000, 0.000, 0.000, 0.000, 0.000, 0.000, 0.000],
  "charge": 0,
  "homo_lumo_gap_ev": [8.20, 7.77],
  "spin_multiplicity": 2,
  "homo_ev": [-7.8, -7.4],
  "energy_ev": -138078.8017,
  "max_force_ha_per_bohr": 0.0172,
  "de_lowest_ev": 1.140
}

---

Please write out number 2 again, unchanged.
{
  "formula": "C9H14",
  "method": "the ωB97M-V functional and the def2-TZVPD basis",
  "elements": ["C", "C", "C", "C", "C", "C", "C", "H", "H", "H", "H", "H", "H", "H", "H", "C", "C", "H", "H", "H", "H", "H", "H"],
  "coordinates": [[1.5088, 1.9204, -2.1263], [0.6853, 1.7048, -0.8918], [1.2452, 1.6802, 0.3801], [0.4530, 1.4851, 1.5056], [-0.9172, 1.3620, 1.3695], [-1.4996, 1.3423, 0.1041], [-0.6922, 1.5921, -1.0002], [1.3687, 1.0906, -2.8216], [2.5789, 1.9124, -1.9139], [1.2506, 2.8660, -2.6021], [2.3052, 1.7658, 0.5467], [0.9082, 1.5532, 2.4829], [-1.6032, 1.4309, 2.2066], [-2.5720, 1.2656, -0.0051], [-1.1772, 1.7567, -1.9552], [-1.1644, -3.2285, 0.2544], [0.1736, -2.9758, 0.9392], [-1.9254, -2.5140, 0.5378], [-1.0282, -3.2905, -0.8215], [-1.5769, -4.1925, 0.5704], [0.7342, -2.2389, 0.3474], [0.8228, -3.8459, 1.0116], [0.1217, -2.4420, 1.8813]],
  "nbo_charge": [-0.628, -0.025, -0.204, -0.211, -0.224, -0.200, -0.211, 0.220, 0.215, 0.221, 0.207, 0.212, 0.212, 0.212, 0.207, -0.609, -0.615, 0.208, 0.204, 0.198, 0.203, 0.203, 0.208],
  "smiles": "Cc1ccccc1.CC",
  "charge": 0,
  "homo_lumo_gap_ev": 10.04,
  "homo_ev": -9.0,
  "energy_ev": -9559.8448,
  "max_force_ha_per_bohr": 0.0288,
  "de_lowest_ev": 0.337
}